The following is a DFT calculation (the ωB97M-V functional and the def2-TZVPD basis) of C34H91AsF6N8O10 as an isolated structure at a distorted geometry.

Last column: Mulliken charge in e.
Element x y z (Å)
C: 6.19836 -0.00321 0.54892  -0.5566
C: 6.40835 -1.52593 0.58508  0.5649
O: 6.67590 -2.06603 1.68157  -0.7676
O: 6.08347 -2.16126 -0.46548  -0.7991
H: 6.21097 0.30155 -0.49868  0.1359
H: 7.01530 0.45152 1.11173  0.3523
H: 5.21441 0.22559 0.95350  0.0064
As: 0.58807 -0.34887 0.36903  2.4153
F: -0.89080 0.56445 0.39724  -0.5030
F: 0.51482 -0.48668 -1.35651  0.0097
F: 2.09006 -1.19292 0.32028  -0.5866
F: 0.77188 -0.07284 2.07969  -0.3973
F: -0.22325 -1.82773 0.70534  -0.2961
F: 1.42417 1.15914 0.09302  -0.6336
C: -3.22101 -5.25873 3.96373  -1.2776
C: -4.19237 -4.06250 3.80146  0.2432
C: -3.43829 -2.88262 3.25079  0.0530
O: -2.60110 -2.31302 4.23683  -0.4478
C: -1.90208 -1.20990 3.69711  -0.4972
N: -5.30257 -4.39243 2.87403  -0.7604
H: -2.89355 -5.54740 2.95884  0.1804
H: -3.65487 -6.14640 4.42320  0.4190
H: -2.36886 -4.88074 4.53257  0.3121
H: -4.57783 -3.89467 4.80915  0.4203
H: -4.16425 -2.10078 2.97383  0.0952
H: -2.91520 -3.14891 2.32049  -0.0013
H: -1.17031 -1.50612 2.94820  0.1551
H: -1.32087 -0.71728 4.48526  0.2410
H: -2.59887 -0.40616 3.42101  0.2362
H: -5.96620 -4.93166 3.42843  0.2848
H: -4.97799 -5.10831 2.22582  0.2821
C: 0.31273 5.49438 0.28074  -1.1725
C: 1.32028 5.10508 -0.79760  1.0128
C: 2.67097 5.70636 -0.56179  -0.8883
O: 2.55026 7.13683 -0.64298  -0.3319
C: 3.75815 7.75906 -1.00383  -0.8001
N: 1.49037 3.63790 -0.85881  0.0462
H: -0.66977 5.13123 -0.03524  -0.0036
H: 0.26608 6.58322 0.38670  0.4790
H: 0.53225 5.04966 1.25016  0.0545
H: 0.97704 5.38094 -1.79736  -0.0395
H: 3.39561 5.37463 -1.30997  0.5251
H: 3.03402 5.46368 0.44595  0.3365
H: 3.65791 8.82989 -0.84982  0.2394
H: 4.03361 7.53243 -2.04220  0.2931
H: 4.56352 7.35807 -0.37119  0.3176
H: 0.61357 3.29063 -1.22982  -0.3644
H: 1.68601 3.18694 0.02243  0.1023
C: 1.20371 -3.47253 3.25890  -1.1681
C: 1.75730 -4.52711 2.29695  0.5517
C: 0.58995 -5.31554 1.75502  -0.2730
O: 1.01488 -6.36462 0.89337  -0.3971
C: 0.02572 -7.33109 0.69385  -0.7881
N: 2.55218 -3.87442 1.22952  -0.5358
H: 0.40073 -2.89121 2.77606  -0.1913
H: 1.96898 -2.72735 3.47460  0.4593
H: 0.67198 -3.85321 4.13787  0.4716
H: 2.40961 -5.14453 2.92709  0.2646
H: -0.03353 -4.60713 1.17535  -0.1003
H: -0.10801 -5.71104 2.51145  0.5112
H: -0.97088 -6.86463 0.68466  0.2874
H: -0.01551 -8.03828 1.53831  0.3216
H: 0.23999 -7.83938 -0.24220  0.2816
H: 2.29720 -2.88201 1.29833  -0.0691
H: 2.01794 -4.07194 0.37607  0.3453
C: -1.08656 -3.87579 -2.13139  -1.3393
C: 0.32219 -4.20074 -2.54186  0.9261
C: 0.55920 -4.22090 -4.04410  -0.8574
O: 0.16221 -5.49053 -4.55453  -0.4116
C: 0.26196 -5.53821 -5.94576  -0.7434
N: 1.31502 -3.40248 -1.77838  -0.2854
H: -1.18966 -3.66288 -1.06612  0.2322
H: -1.76225 -4.71662 -2.33919  0.4610
H: -1.55003 -3.04533 -2.67890  0.0518
H: 0.55995 -5.23761 -2.25348  0.0775
H: 1.61638 -4.07287 -4.28161  0.4968
H: -0.05521 -3.42305 -4.49129  0.2849
H: 0.14739 -6.58556 -6.23113  0.2607
H: 1.18965 -5.09883 -6.32909  0.2913
H: -0.56097 -5.00153 -6.44884  0.2796
H: 0.84326 -2.61132 -1.36138  -0.4226
H: 2.04805 -3.08962 -2.40858  0.2584
C: -2.55213 0.14174 -3.27563  -1.5385
C: -1.48400 1.10657 -3.71132  0.6636
C: -1.11002 2.08637 -2.61106  -0.3762
O: -0.10910 3.02887 -2.98065  0.4562
C: -0.68278 4.21765 -3.47718  -1.0365
N: -0.32568 0.33642 -4.20570  -0.5367
H: -3.54288 0.62056 -3.19749  0.3988
H: -2.41669 -0.20976 -2.24526  0.0200
H: -2.74131 -0.71659 -3.91583  0.4225
H: -1.81158 1.69364 -4.58208  0.3640
H: -0.64209 1.50015 -1.80822  -0.6850
H: -1.97825 2.56249 -2.13437  0.7414
H: 0.09078 4.77175 -4.01609  0.2438
H: -1.02708 4.88578 -2.67430  0.2654
H: -1.52005 4.04177 -4.16074  0.2881
H: 0.09067 -0.13053 -3.39811  -0.1944
H: 0.38812 0.98891 -4.51377  0.3042
C: 3.10970 -1.33892 -4.64075  -1.4636
C: 3.87658 -0.74826 -3.45209  0.5733
C: 3.30427 0.59901 -3.06721  0.0450
O: 3.42198 1.45270 -4.18677  -0.4457
C: 2.68098 2.66001 -4.12372  -0.6355
N: 3.80560 -1.75608 -2.37537  -0.4042
H: 3.36076 -2.37981 -4.82610  0.4285
H: 3.28807 -0.73516 -5.54124  0.4175
H: 2.02018 -1.28929 -4.50767  0.0726
H: 4.92172 -0.69634 -3.77304  0.4738
H: 3.68960 1.00453 -2.12312  0.3740
H: 2.24431 0.41128 -2.82188  -0.2477
H: 3.28460 3.36918 -4.70964  0.3698
H: 2.57784 3.12161 -3.14123  0.1985
H: 1.74857 2.50286 -4.66258  0.1987
H: 3.15028 -1.44276 -1.65983  -0.2462
H: 4.68139 -1.81264 -1.83468  0.3278
C: -4.61291 -0.35658 0.36655  -1.0316
C: -4.80728 1.08590 0.77669  0.9995
C: -4.07313 1.99824 -0.20163  0.2217
O: -4.19874 3.39553 0.01175  -0.4708
C: -3.66644 3.89413 1.24752  -0.2154
N: -6.24977 1.44836 0.75003  -0.8491
H: -5.17999 -0.62832 -0.52632  0.4200
H: -4.83157 -1.02993 1.19305  0.2765
H: -3.56501 -0.52622 0.09331  -0.0665
H: -4.44066 1.27929 1.78706  0.1100
H: -4.43433 1.71522 -1.20052  0.0532
H: -2.99007 1.83146 -0.32566  -0.3950
H: -3.15245 3.12387 1.83389  -0.1286
H: -4.53073 4.21058 1.82798  0.3409
H: -2.87942 4.58434 0.94993  0.1602
H: -6.27151 2.46571 0.69317  0.3144
H: -6.63672 1.14494 -0.13997  0.3188
C: -0.63422 2.92396 3.25668  -1.2299
C: 0.61505 3.31687 4.03617  0.7169
C: 0.28311 3.85661 5.38968  -0.9485
O: -0.18829 5.18245 5.30248  -0.2892
C: -0.93870 5.55341 6.44048  -0.7840
N: 1.53289 2.15606 4.18096  -0.7760
H: -0.52576 2.49818 2.25497  0.1341
H: -1.23641 3.82731 3.09059  0.3119
H: -1.15315 2.13968 3.81822  0.4424
H: 1.19741 4.05684 3.47822  0.1641
H: 1.17293 3.77943 6.03364  0.4215
H: -0.46309 3.19165 5.85927  0.3763
H: -0.34081 5.49230 7.35156  0.2892
H: -1.90254 5.04065 6.40050  0.3370
H: -1.16664 6.61530 6.29566  0.2387
H: 1.40912 1.53316 3.38661  0.1566
H: 1.21653 1.61168 4.98182  0.3223

Atomic forces in eV per Å
C 0.6 -0.4 -0.5
C -1.7 -1.5 0.0
O 0.7 0.7 0.0
O 0.6 0.7 -0.1
H 0.1 0.3 0.1
H -0.3 0.3 0.1
H 0.1 0.1 0.3
As 1.5 1.3 0.5
F -0.5 -0.3 -0.1
F -0.7 -0.5 -0.2
F 0.0 0.2 0.0
F -0.2 -0.1 0.2
F -0.5 -0.1 -0.4
F 0.0 -0.2 0.2
C 0.0 0.8 -0.5
C 0.5 -1.7 -0.1
C -0.7 1.2 0.2
O 0.3 -0.4 -0.2
C 0.4 0.7 1.0
N -0.2 -0.5 0.7
H 0.2 0.0 0.1
H -0.1 0.1 0.2
H 0.1 -0.4 0.0
H -0.3 0.6 -0.2
H -0.1 -0.2 -0.1
H 0.3 -0.1 0.2
H -0.4 0.2 -0.4
H 0.0 -0.5 0.2
H 0.0 -0.3 -0.7
H -0.2 0.3 -0.1
H 0.2 0.3 -0.2
C -0.3 0.6 -0.6
C 0.2 -1.6 0.7
C 0.2 1.1 0.1
O -0.2 0.1 -0.2
C 0.2 -0.7 0.3
N -0.1 0.9 -0.4
H -0.1 0.0 0.1
H -0.1 -0.1 0.1
H 0.2 -0.1 0.0
H 0.0 0.3 0.2
H -0.1 -0.2 0.0
H 0.1 -0.2 -0.1
H 0.0 0.1 -0.1
H -0.1 0.1 0.0
H 0.1 0.3 0.0
H 0.5 -0.5 0.2
H 0.0 0.2 0.2
C -1.1 0.7 -0.5
C 0.2 0.5 0.9
C -0.5 0.0 -0.5
O 0.2 0.1 0.2
C -0.3 0.3 0.5
N -1.8 0.1 0.1
H 0.3 -0.1 -0.3
H 0.1 -0.2 0.5
H 0.7 -0.2 0.2
H 0.0 -0.4 -0.4
H 0.1 -0.1 -0.1
H 0.5 -0.1 0.3
H 0.0 -0.1 -0.4
H 0.2 -0.1 -0.1
H -0.1 -0.1 0.0
H 0.8 -0.3 0.1
H 0.8 -0.3 -0.3
C -1.3 -0.3 -0.2
C 1.4 -0.9 0.9
C -0.5 0.4 0.2
O 0.0 0.2 0.1
C -0.6 -0.1 -0.4
N -1.0 -0.3 -0.9
H 0.3 0.0 0.0
H 0.2 -0.1 0.0
H 0.5 0.2 0.0
H -0.4 0.0 0.0
H 0.0 0.2 0.1
H 0.3 0.0 -0.3
H 0.3 0.0 -0.1
H 0.2 -0.2 0.1
H 0.0 0.1 0.2
H 0.3 0.1 -0.3
H 0.3 0.3 0.5
C -1.7 0.2 1.0
C 0.7 0.1 -1.2
C 0.5 -0.8 1.3
O -1.3 0.2 -0.7
C 0.3 0.4 -0.2
N 0.0 0.2 0.4
H 0.2 0.3 -0.2
H 0.5 -0.2 -0.2
H 0.6 0.0 -0.2
H -0.3 -0.1 0.1
H -0.1 0.0 -0.1
H 0.0 0.2 -0.4
H 0.0 -0.2 -0.1
H -0.1 -0.3 0.1
H 0.0 -0.1 0.0
H 0.0 -0.1 -0.2
H 0.0 0.0 0.0
C -0.4 0.9 -0.7
C 0.1 -1.5 0.0
C -0.8 -0.5 0.3
O 0.3 0.4 0.5
C 1.2 0.2 -1.0
N 0.1 0.7 0.5
H 0.3 0.0 0.1
H 0.1 -0.2 0.0
H 0.1 -0.1 0.3
H 0.0 0.4 0.2
H 0.6 0.2 -0.3
H 0.0 0.1 -0.2
H -0.2 0.0 -0.1
H -0.3 -0.5 0.2
H -0.4 0.3 0.4
H -0.1 -0.1 -0.1
H 0.1 -0.1 -0.1
C 0.8 -0.2 0.2
C -0.5 0.8 -0.6
C 1.4 -0.2 -0.6
O -0.8 -0.2 -0.1
C 0.1 -1.3 -0.8
N 0.3 0.1 0.2
H -0.3 0.1 0.1
H -0.3 -0.1 -0.2
H 0.0 0.0 0.2
H 0.0 -0.2 0.1
H -0.4 0.7 0.0
H -0.1 -0.6 0.7
H -0.1 -0.1 -0.2
H 0.4 0.8 0.2
H -0.4 0.7 0.5
H -0.2 0.0 0.1
H 0.1 -0.1 0.0
C -0.5 0.5 -0.2
C 0.9 -1.2 -1.4
C 0.1 -0.4 0.6
O 0.0 -0.1 0.2
C 0.1 1.1 -1.2
N -0.5 0.2 0.5
H 0.8 0.0 0.1
H -0.3 -0.2 0.4
H -0.3 0.3 0.1
H -0.2 0.2 0.1
H 0.0 0.3 -0.1
H -0.2 0.2 -0.1
H -0.3 -0.5 0.2
H 0.1 -0.3 0.7
H 0.0 -0.1 0.1
H 0.2 0.1 -0.1
H 0.1 -0.1 -0.1

Energy relative to the best compared isomer or geometry (same formula, charge and spin) ... 0.0 kJ/mol
Total charge ... -2
M ... 961.06 g/mol